Record 1
The following is a DFT calculation (ωB97M-V/def2-TZVPD) of a cluster of 11 separate species, C42H109N3O24S8 in total.

CARTESIAN COORDINATES (ANGSTROEM)
C: 1.9802 -2.9727 -3.4845
C: 2.2025 -4.4680 -3.4182
O: 3.2676 -4.8723 -4.2251
S: 3.9332 -6.4074 -3.9191
C: 2.7451 -7.4240 -4.8159
O: 5.2087 -6.5103 -4.6320
O: 3.7334 -6.6816 -2.5150
H: 1.7256 -2.5123 -4.4391
H: 2.9218 -2.5345 -3.1538
H: 1.3708 -2.5746 -2.6732
H: 2.2028 -4.8214 -2.3871
H: 1.3441 -4.8619 -3.9624
H: 2.7840 -7.1842 -5.8785
H: 1.7137 -7.2657 -4.5012
H: 3.1171 -8.4399 -4.6825
C: 5.0165 -3.6064 0.6806
C: 3.5812 -3.7396 0.1409
O: 2.8198 -4.2638 1.2282
S: 1.5980 -5.3236 0.9656
C: 2.6516 -6.8421 0.6324
O: 0.8515 -5.5144 2.2354
O: 0.8657 -4.9631 -0.2371
H: 5.6847 -3.1880 -0.0721
H: 5.4327 -4.5387 1.0624
H: 5.0588 -2.9246 1.5299
H: 3.2215 -2.7730 -0.2118
H: 3.5051 -4.4241 -0.7040
H: 3.1353 -7.1809 1.5486
H: 3.4765 -6.6923 -0.0641
H: 1.9520 -7.6239 0.3365
C: -3.6264 0.9127 -2.3739
C: -3.1364 2.3259 -2.7842
O: -3.7673 3.3670 -2.1218
S: -3.1331 3.9337 -0.6517
C: -1.7262 4.8881 -1.2663
O: -4.0826 4.8976 -0.0498
O: -2.6668 2.7966 0.1713
H: -3.5505 0.7645 -1.2967
H: -3.0078 0.1635 -2.8681
H: -4.6769 0.7833 -2.6344
H: -2.0721 2.3731 -2.5540
H: -3.1880 2.5374 -3.8523
H: -1.0391 4.1935 -1.7496
H: -1.2677 5.4006 -0.4206
H: -1.9827 5.6307 -2.0220
C: 2.1299 6.1620 -1.9297
C: 2.8986 6.9026 -0.8221
O: 4.2022 6.3488 -0.7484
S: 5.3104 7.0861 0.3047
C: 5.8920 8.5071 -0.8095
O: 4.5538 7.5784 1.4556
O: 6.4323 6.1465 0.4946
H: 1.9892 5.1057 -1.7001
H: 2.5578 6.2964 -2.9231
H: 1.0928 6.4968 -1.9061
H: 2.8898 7.9702 -1.0418
H: 2.4339 6.8036 0.1589
H: 6.1868 7.9648 -1.7079
H: 6.7306 8.9348 -0.2601
H: 5.1543 9.3096 -0.8105
C: 2.7338 6.0564 -7.6847
C: 2.2418 4.8621 -6.9606
O: 1.0199 5.1688 -6.2511
S: 0.6905 4.2053 -4.9064
C: 0.1782 2.7058 -5.7525
O: 1.9499 3.9874 -4.1923
O: -0.4512 4.7659 -4.2242
H: 3.6739 5.7435 -8.1388
H: 2.8420 6.9712 -7.1019
H: 1.9914 6.3224 -8.4371
H: 2.0703 4.0754 -7.6953
H: 2.9931 4.4359 -6.2957
H: -0.4047 2.0817 -5.0751
H: 1.1323 2.2793 -6.0622
H: -0.4097 3.0945 -6.5840
C: -1.3847 2.5362 3.4770
C: -0.7697 3.9040 3.8479
O: -1.0282 4.7054 2.7174
S: -0.4604 6.2297 2.7286
C: -1.9830 7.0317 3.6000
O: 0.7277 6.2330 3.6224
O: -0.4799 6.6941 1.3380
H: -1.0870 2.1797 2.4910
H: -2.4578 2.7062 3.3899
H: -1.3635 1.8471 4.3213
H: -1.1137 4.3305 4.7902
H: 0.3015 3.7404 3.9660
H: -2.7862 6.7455 2.9209
H: -1.8013 8.1063 3.5800
H: -1.9932 6.5160 4.5602
C: -6.9340 -2.9908 3.5511
C: -6.1822 -1.7051 3.2994
O: -5.2553 -1.9031 2.2482
S: -4.7977 -0.6538 1.2869
C: -3.9485 0.3026 2.5674
O: -3.7337 -0.9829 0.3248
O: -6.0256 0.0090 0.8710
H: -7.6199 -2.7860 4.3731
H: -6.3380 -3.8466 3.8680
H: -7.5228 -3.2671 2.6764
H: -6.9220 -0.9183 3.1522
H: -5.6304 -1.3744 4.1793
H: -3.3011 0.9982 2.0335
H: -3.3037 -0.3861 3.1134
H: -4.6540 0.7903 3.2400
C: -0.7690 -0.5637 0.9483
C: -0.5327 -1.2815 -0.3594
O: -0.3964 -0.4997 -1.5372
S: 1.1119 0.2053 -1.8913
C: 0.9155 1.7792 -0.9137
O: 2.1854 -0.5769 -1.3056
O: 1.1250 0.5128 -3.3123
H: 0.2091 -0.1508 1.1954
H: -1.0617 -1.2251 1.7638
H: -1.4130 0.3155 0.9635
H: 0.2296 -2.0528 -0.2495
H: -1.4391 -1.8025 -0.6676
H: -0.1116 2.1308 -1.0117
H: 1.5506 2.6087 -1.2246
H: 1.0931 1.6113 0.1486
C: -5.3263 -6.1086 -2.6586
C: -4.1771 -5.1550 -2.6691
N: -3.4326 -5.3506 -1.4236
C: -1.9839 -5.1481 -1.5219
C: -1.3721 -6.2285 -2.4387
C: -3.9766 -4.4209 -0.4190
C: -3.6309 -4.7853 1.0797
H: -5.8218 -5.9144 -3.6098
H: -5.9913 -6.0171 -1.7998
H: -5.0755 -7.1676 -2.7207
H: -3.6281 -5.3522 -3.5899
H: -4.6012 -4.1583 -2.7903
H: -1.6211 -4.1469 -1.7544
H: -1.6247 -5.3184 -0.5070
H: -1.6603 -5.9079 -3.4399
H: -0.3141 -5.9808 -2.3521
H: -1.6184 -7.2623 -2.1967
H: -5.0662 -4.3927 -0.4119
H: -3.7576 -3.3740 -0.6294
H: -2.6270 -4.4198 1.2957
H: -3.6543 -5.8706 1.1777
H: -4.4226 -4.3289 1.6738
C: 2.4416 3.9032 1.8125
C: 3.7865 3.5386 1.1695
N: 3.9065 2.1013 0.8148
C: 4.0393 1.2229 1.9851
C: 3.7255 -0.2412 1.6032
C: 4.9963 1.9330 -0.2183
C: 4.5394 2.2316 -1.6178
H: 2.4711 4.9653 2.0559
H: 2.2504 3.3231 2.7153
H: 1.5618 3.8385 1.1724
H: 3.8845 4.2575 0.3560
H: 4.5935 3.9234 1.7929
H: 5.0007 1.2837 2.4951
H: 3.3290 1.6083 2.7166
H: 2.6915 -0.2161 1.2593
H: 4.3481 -0.7041 0.8375
H: 3.6913 -0.9058 2.4665
H: 5.4073 0.9238 -0.2458
H: 5.7699 2.6215 0.1218
H: 5.4302 2.2046 -2.2454
H: 4.1420 3.2364 -1.7616
H: 3.8322 1.4799 -1.9682
C: 0.2437 -1.5951 4.5449
C: -0.8612 -1.8709 5.5496
N: -2.1768 -2.0321 4.9439
C: -2.2784 -3.0799 3.8843
C: -1.8079 -4.5082 4.3439
C: -3.2827 -2.1441 5.8754
C: -3.5751 -0.8262 6.5858
H: 1.1383 -1.2748 5.0789
H: 0.0061 -0.7370 3.9162
H: 0.4190 -2.4753 3.9262
H: -0.5644 -2.7537 6.1158
H: -0.9072 -1.0564 6.2725
H: -3.3294 -3.0623 3.5960
H: -1.7976 -2.7737 2.9552
H: -2.2399 -4.7251 5.3209
H: -1.9449 -5.3642 3.6832
H: -0.7485 -4.5274 4.5994
H: -3.1997 -2.9220 6.6344
H: -4.2054 -2.3996 5.3545
H: -3.5185 -0.0606 5.8119
H: -2.9562 -0.6376 7.4630
H: -4.6000 -0.9042 6.9485

## Properties
Relative energy (zero: lowest compared OMol25 entry of this formula, charge and spin) (kcal/mol): 79.33
SMILES: CCOS(C)(=O)=O.CCOS(C)(=O)=O.CCOS(C)(=O)=O.CCOS(C)(=O)=O.CCOS(C)(=O)=O.CCOS(C)(=O)=O.CCOS(C)(=O)=O.CCOS(C)(=O)=O.CCN(CC)CC.CCN(CC)CC.CCN(CC)CC
HOMO level (eV): -8.1
2S+1: 1
Lowest unoccupied orbital energy (eV): 0.4
Strongest force on any atom (eV/Å): 3.90

---

Record 2
The following is a DFT calculation (ωB97M-V/def2-TZVPD) of a cluster of 9 separate species, C42H109N7O16 in total.

CARTESIAN COORDINATES (ANGSTROEM)
C: 4.1609 -0.3301 -3.3298
O: 3.6741 -0.7274 -4.6549
C: 3.5432 -2.1580 -4.7681
C: 4.8138 -2.9897 -4.7025
C: 5.9798 -2.4868 -5.5614
N: 4.4662 -4.3410 -4.9995
H: 5.1882 -0.6928 -3.2933
H: 3.3774 -0.5338 -2.6000
H: 4.2905 0.7469 -3.4369
H: 2.8547 -2.4608 -3.9793
H: 3.0328 -2.4193 -5.6950
H: 5.0838 -3.0925 -3.6515
H: 6.9094 -2.9049 -5.1753
H: 6.0472 -1.4007 -5.6235
H: 5.8386 -2.8841 -6.5666
H: 4.3050 -4.5122 -5.9817
H: 5.2733 -4.9444 -4.9311
C: 1.8567 1.5865 -1.5951
O: 0.7384 1.4962 -0.8019
C: 0.5055 0.2324 -0.1493
C: -0.9980 0.0790 0.2034
C: -1.2718 -1.1591 0.9901
N: -1.6768 0.1669 -1.1136
H: 2.7828 1.2629 -1.1200
H: 1.9269 2.5779 -2.0426
H: 1.7079 0.8474 -2.3823
H: 0.9497 -0.5507 -0.7638
H: 1.0963 0.1097 0.7585
H: -1.3784 0.8444 0.8798
H: -2.2317 -1.6424 0.8085
H: -1.5482 -0.8496 1.9980
H: -0.4500 -1.8751 1.0043
H: -1.3733 1.0761 -1.4320
H: -2.6713 0.2302 -1.2778
C: 8.8388 10.4304 -1.4876
O: 8.9782 9.0907 -1.1275
C: 8.7637 8.1082 -2.1606
C: 7.3177 7.6177 -2.1231
N: 7.0061 7.0694 -0.8385
C: 5.5881 6.6300 -0.6015
C: 5.6045 5.2844 0.0530
O: 4.2941 4.8570 0.3519
C: 4.1536 3.4016 0.3373
H: 9.6125 10.6651 -2.2186
H: 9.2638 11.0508 -0.6986
H: 7.8916 10.7915 -1.8882
H: 9.5168 7.3757 -1.8699
H: 9.1661 8.3411 -3.1464
H: 7.1709 6.7986 -2.8271
H: 6.7091 8.5101 -2.2691
H: 7.4924 7.3402 0.0044
H: 5.1032 6.4099 -1.5525
H: 5.0361 7.3974 -0.0588
H: 6.2328 5.2466 0.9428
H: 6.0688 4.6129 -0.6692
H: 4.2483 3.1299 -0.7140
H: 3.1466 3.2421 0.7230
H: 4.6000 2.8046 1.1325
C: 0.2652 -0.2602 4.4113
O: -1.0860 -0.6071 4.2571
C: -1.6529 -1.7740 4.9757
C: -1.7642 -1.5920 6.5854
N: -0.6452 -2.3462 7.1950
C: -0.9484 -2.0769 8.5850
C: 0.3559 -2.4062 9.2968
O: 0.3101 -2.2265 10.6608
C: -0.2098 -3.3148 11.3778
H: 0.7344 -0.0815 3.4439
H: 0.8889 -1.0449 4.8395
H: 0.4139 0.6602 4.9759
H: -1.1133 -2.6817 4.7057
H: -2.7171 -1.7492 4.7411
H: -2.7273 -1.9807 6.9163
H: -1.8115 -0.5241 6.7985
H: -0.7696 -3.3455 7.1178
H: -1.7034 -2.6990 9.0657
H: -1.1302 -1.0175 8.7659
H: 1.2097 -1.7691 9.0662
H: 0.6627 -3.4111 9.0066
H: -1.0415 -3.0732 12.0396
H: 0.5485 -3.5320 12.1301
H: -0.4054 -4.2569 10.8658
C: -11.1585 -5.0840 -6.3862
O: -11.1868 -4.2891 -5.1645
C: -10.4602 -4.7604 -4.0332
C: -9.8238 -3.4997 -3.3465
N: -8.9404 -2.6943 -4.2395
C: -8.5662 -1.3815 -3.7043
C: -7.0173 -1.3542 -3.4484
O: -6.6826 -0.2361 -2.6219
C: -5.2883 -0.3212 -2.2435
H: -10.0823 -5.2051 -6.5095
H: -11.7299 -4.4723 -7.0844
H: -11.6539 -6.0370 -6.2008
H: -9.6627 -5.4713 -4.2496
H: -11.0754 -5.2877 -3.3041
H: -9.1738 -3.8167 -2.5309
H: -10.5551 -2.9224 -2.7808
H: -9.1775 -2.5961 -5.2164
H: -9.0598 -1.1271 -2.7664
H: -8.7888 -0.6672 -4.4970
H: -6.4369 -1.5296 -4.3542
H: -6.7701 -2.3120 -2.9905
H: -5.0308 0.7173 -2.0357
H: -4.5901 -0.7403 -2.9681
H: -5.2143 -1.0369 -1.4247
C: -2.8643 3.3932 -1.6061
O: -3.0673 4.2503 -0.4395
C: -2.0814 3.9299 0.6425
C: -0.6544 4.2187 0.1421
N: -0.6092 5.5854 -0.1788
C: 0.6832 6.2021 -0.3476
C: 1.5820 5.6055 -1.4852
O: 0.9036 6.0740 -2.6428
C: 1.4500 5.4442 -3.8044
H: -3.6226 3.6410 -2.3489
H: -2.9337 2.3596 -1.2671
H: -1.8814 3.5232 -2.0592
H: -2.0570 2.8747 0.9149
H: -2.2116 4.6569 1.4441
H: -0.2750 3.7015 -0.7392
H: 0.0845 3.9610 0.9009
H: -0.9459 5.5468 -1.1303
H: 1.3594 6.0134 0.4862
H: 0.5875 7.2706 -0.5402
H: 1.7449 4.5398 -1.3240
H: 2.5319 6.1268 -1.3675
H: 1.5933 6.0579 -4.6938
H: 0.7512 4.6346 -4.0149
H: 2.4216 5.0009 -3.5860
C: -0.1390 -3.9012 -1.2857
O: 1.2306 -3.9231 -1.4739
C: 1.7493 -5.1963 -1.3533
C: 3.3118 -5.1558 -1.4412
N: 3.7361 -4.5876 -0.1936
C: 5.1651 -4.2777 -0.2466
C: 5.4360 -3.6229 1.1186
O: 4.8624 -2.3438 1.2431
C: 5.0605 -1.7715 2.5019
H: -0.6781 -4.4182 -2.0796
H: -0.3334 -2.8287 -1.2941
H: -0.4335 -4.1546 -0.2673
H: 1.4249 -5.7861 -2.2106
H: 1.5194 -5.7514 -0.4439
H: 3.7322 -4.7893 -2.3777
H: 3.7230 -6.1626 -1.3679
H: 3.2205 -3.7676 0.0925
H: 5.5126 -3.6227 -1.0456
H: 5.7257 -5.2046 -0.3685
H: 6.5091 -3.6035 1.3087
H: 5.0728 -4.2287 1.9488
H: 4.4004 -2.2594 3.2190
H: 4.9387 -0.6937 2.3936
H: 6.0293 -1.9737 2.9587
O: -4.2169 -3.3291 1.0454
C: -3.3272 -4.2354 1.6390
C: -3.8751 -4.5638 3.0337
O: -2.8155 -5.2837 3.7210
H: -4.2544 -2.4682 1.4686
H: -3.3176 -5.1971 1.1261
H: -2.2998 -3.8812 1.7223
H: -4.8377 -5.0749 3.0454
H: -4.1384 -3.6609 3.5846
H: -3.0521 -6.0576 4.2374
O: -6.6515 0.6522 2.9613
C: -5.4105 1.0809 2.4978
C: -4.5042 -0.1111 2.5618
O: -4.8519 -0.8309 1.4551
H: -7.2492 1.3747 3.1670
H: -5.5888 1.5096 1.5116
H: -5.1689 1.9118 3.1606
H: -4.7018 -0.6729 3.4747
H: -3.4599 0.2011 2.5505
H: -5.6885 -1.2228 1.7160

## Properties
Relative energy (zero: lowest compared OMol25 entry of this formula, charge and spin) (kcal/mol): 154.97
SMILES: COC[C@H](C)N.COC[C@H](C)N.COCCNCCOC.COCCNCCOC.COCCNCCOC.COCCNCCOC.COCCNCCOC.OCCO.OCCO
HOMO level (eV): -8.3
2S+1: 1
Lowest unoccupied orbital energy (eV): 0.5
Strongest force on any atom (eV/Å): 4.27